No. 1
Entry from the Open Molecules 2025 dataset: an isolated ion of composition C5H10NS and charge +1 in a non-equilibrium geometry (ωB97M-V/def2-TZVPD).

The value obtained for the frontier orbital gap is 8.9 eV. For the energy relative to the best compared isomer or geometry (same formula, charge and spin), the calculation gives 2.554 eV. Its SMILES is C[C@@H](C=[NH2+])/C=C\S. Its net charge is +1. The calculation puts the energy at -17663.768 eV.

CARTESIAN COORDINATES (ANGSTROEM)
C -0.9072 0.2931 2.1460
C -0.1944 0.2582 0.7380
C 0.0987 -1.1209 0.1773
N 1.1993 -1.6714 -0.2728
C -0.8916 0.6925 -0.5455
C -0.2011 0.9718 -1.6399
S 1.6022 0.7600 -1.7546
H -0.3020 -0.0893 2.9463
H -1.7113 -0.2981 2.1664
H -1.0601 1.4197 2.3428
H 0.7675 0.7547 1.0485
H -0.8338 -1.5727 0.1309
H 1.1507 -2.5092 -0.8401
H 2.0335 -1.1585 -0.1371
H -2.0007 0.7408 -0.8171
H -0.5794 1.2970 -2.6481
H 1.8295 1.2322 -3.0407

=====

No. 2
Entry from the Open Molecules 2025 dataset: a 2-piece molecular cluster, CH4IN2O overall in a non-equilibrium geometry (ωB97M-V/def2-TZVPD).

The value obtained for the frontier orbital gap is 8.5 eV. For the energy relative to the best compared isomer or geometry (same formula, charge and spin), the calculation gives 0.792 eV. Its net charge is +1. The calculation puts the energy at -14220.636 eV.

CARTESIAN COORDINATES (ANGSTROEM)
C 1.2147 -0.5948 -0.1140
N 2.3525 -0.7350 0.4649
N 0.2527 -0.2205 -0.6039
O -2.2751 1.4298 -0.0927
I -3.5709 -0.1859 0.2610
H 2.5370 -1.3464 1.2535
H 3.0751 -0.2369 0.0887
H -0.7299 -0.3897 -1.0486
H -2.8561 2.2793 -0.2090